Record 1
Entry from OMol25: a molecular structure, C36H40ClIN9O4Rb (ωB97M-V/def2-TZVPD).

Calculated values
LUMO energy: 3.544 eV
Energy above the lowest of the compared OMol25 structures with the same formula, charge and spin: 56.0 kJ/mol
Net charge: -2
Electronic energy: -80864.2090 eV
HOMO energy: -2.8 eV

Atoms and positions in Å:
I1 -5.292 3.249 -3.139
Rb1 -0.026 0.099 -0.638
Cl1 6.899 -0.258 -4.234
O1 1.642 -2.547 0.845
O2 4.010 -5.286 -3.233
O3 -2.398 -0.506 0.216
O4 -1.720 3.030 -1.812
N1 -0.421 0.467 -6.378
N2 0.575 -2.371 -2.210
N3 -0.780 -1.185 -8.164
N4 1.772 -3.741 -3.521
N5 1.494 -4.339 -2.335
N6 -2.536 1.110 -2.698
N7 -1.030 1.696 2.115
N8 1.449 0.283 2.210
N9 0.003 0.431 -3.967
C1 4.758 -3.095 -1.427
C2 1.886 -5.710 -2.085
C3 3.067 -8.374 -1.284
C4 2.243 -2.765 1.944
C5 -3.439 0.070 0.662
C6 3.057 -7.929 -3.736
C7 -0.194 0.386 -5.121
C8 6.084 -3.312 -1.791
C9 4.034 -4.017 -0.479
C10 2.555 -0.303 2.427
C11 6.746 -2.448 -2.648
C12 -0.927 0.443 2.841
C13 -2.116 2.043 1.562
C14 0.211 -0.458 2.353
C15 -4.575 1.965 1.742
C16 -4.752 -0.450 0.421
C17 3.667 -7.501 -2.392
C18 4.072 -5.512 -0.821
C19 -4.046 2.598 -1.521
C20 4.759 -1.094 -2.791
C21 -5.896 0.207 0.818
C22 0.771 -3.507 -1.575
C23 -2.647 2.261 -2.017
C24 4.113 -1.971 -1.929
C25 -5.829 1.432 1.487
C26 3.630 -2.020 3.833
C27 -0.611 -0.449 -7.279
C28 6.071 -1.346 -3.145
C29 3.415 -5.965 -2.144
C30 3.868 -3.322 4.246
C31 2.469 -4.094 2.433
C32 2.803 -1.719 2.755
C33 3.253 -4.357 3.534
C34 5.179 -7.763 -2.469
C35 -3.398 1.316 1.381
C36 1.193 -2.564 -3.399
H1 -0.069 -0.899 1.402
H2 -3.263 0.417 -2.658
H3 5.362 -8.751 -2.898
H4 3.497 -8.143 -0.309
H5 3.011 -3.664 -0.348
H6 4.500 -3.530 5.100
H7 -6.865 -0.228 0.593
H8 1.229 -1.811 -4.170
H9 3.405 -5.385 3.848
H10 5.661 -7.017 -3.101
H11 -3.999 3.425 -0.824
H12 5.649 -7.745 -1.485
H13 3.448 -8.907 -4.023
H14 5.111 -5.844 -0.818
H15 0.312 -1.293 3.057
H16 3.404 -4.604 -3.579
H17 2.010 -4.907 1.879
H18 -4.499 2.934 2.229
H19 4.084 -1.196 4.378
H20 1.971 -8.023 -3.689
H21 7.774 -2.626 -2.933
H22 -4.558 1.748 -1.079
H23 -6.730 1.956 1.781
H24 3.087 -1.777 -1.637
H25 3.573 -6.031 0.001
H26 -1.856 -0.137 2.835
H27 -1.630 0.849 -3.101
H28 -4.811 -1.392 -0.114
H29 -2.113 3.060 1.152
H30 3.312 -7.213 -4.516
H31 1.374 -6.333 -2.817
H32 4.492 -3.915 0.510
H33 6.614 -4.177 -1.409
H34 3.274 -9.426 -1.499
H35 4.244 -0.227 -3.183
H36 1.516 -5.962 -1.093
H37 -0.696 0.725 3.874
H38 1.983 -8.259 -1.219
H39 0.488 -3.711 -0.555
H40 3.439 0.343 2.388


Record 2
Entry from OMol25: a molecular structure, C56H165F13HfN11O23P2 (ωB97M-V/def2-TZVPD).

Calculated values
LUMO energy: -6.636 eV
Net charge: +1
Electronic energy: -179438.1194 eV
HOMO energy: -9.6 eV

Atoms and positions in Å:
Hf1 4.202 -1.646 3.596
P1 0.169 -0.692 0.440
P2 1.613 1.208 5.065
F1 2.528 1.930 3.831
F2 0.912 2.575 5.441
F3 0.843 0.401 6.263
F4 2.918 1.643 6.004
F5 -1.190 0.161 0.419
F6 1.543 -1.566 0.478
F7 -0.516 -1.955 -0.306
F8 0.549 0.077 -0.956
F9 0.900 0.563 1.249
F10 -0.320 -1.182 1.916
F11 0.421 0.822 4.078
F12 2.410 -0.156 4.651
F13 4.669 -2.500 1.500
O1 -0.247 -2.842 -2.785
O2 -2.282 1.925 -3.604
O3 1.519 1.468 -6.778
O4 4.573 -4.757 -3.941
O5 3.441 -7.128 -0.057
O6 -3.034 -1.660 5.373
O7 -5.774 -4.611 1.044
O8 -4.396 -3.312 -3.107
O9 -3.173 5.184 4.080
O10 3.126 4.635 -1.759
O11 4.497 -0.930 -3.858
O12 -6.521 4.264 0.712
O13 3.251 -0.046 2.122
O14 1.770 7.741 1.506
O15 -0.885 2.904 0.698
O16 -1.253 -7.025 -0.997
O17 -5.734 0.952 2.617
O18 -0.052 -1.772 5.007
O19 4.108 -4.221 3.526
O20 -4.596 5.831 -3.285
O21 6.374 -0.533 2.737
O22 -6.227 1.205 -0.076
O23 -3.869 -0.992 -7.180
N1 3.818 5.745 1.585
N2 -1.146 3.909 6.938
N3 -0.648 3.895 -4.940
N4 1.932 -2.317 3.203
N5 5.827 -1.612 -6.298
N6 5.127 -4.858 -0.226
N7 -2.396 0.065 3.385
N8 -7.705 -4.702 3.277
N9 -2.227 -3.322 -4.923
N10 -1.591 4.214 -1.895
N11 4.994 0.171 4.919
C1 -2.082 -6.059 -1.690
C2 7.495 -1.126 2.022
C3 -4.658 -1.041 -8.435
C4 -6.223 3.612 -0.499
C5 5.906 2.372 5.091
C6 2.874 -4.624 2.873
C7 6.170 -3.154 -1.679
C8 6.820 0.715 3.377
C9 0.388 2.361 -6.599
C10 4.967 -4.204 -1.528
C11 1.648 -3.765 3.285
C12 3.859 0.441 0.921
C13 0.579 3.177 -5.312
C14 0.927 2.290 -4.113
C15 -4.750 -5.142 0.217
C16 5.614 1.223 4.162
C17 -5.948 -3.981 4.743
C18 2.064 -7.067 0.224
C19 3.523 -0.868 -2.799
C20 -3.502 0.099 2.475
C21 -0.702 -2.504 6.012
C22 -5.426 2.369 -0.270
C23 -2.140 -2.810 5.467
C24 5.244 0.409 -7.304
C25 -5.353 -4.716 2.439
C26 1.486 0.414 -7.717
C27 -1.747 4.964 6.108
C28 -3.880 -1.344 1.953
C29 -5.445 5.645 -4.420
C30 5.397 -0.261 -5.953
C31 -6.465 -4.031 3.309
C32 0.820 -3.703 -2.518
C33 -2.580 -2.049 -5.527
C34 -1.317 -1.324 -5.865
C35 -3.957 -2.357 -2.098
C36 -2.427 4.282 4.906
C37 4.973 -5.319 -2.693
C38 2.729 3.702 -0.809
C39 0.751 7.025 0.835
C40 -3.489 4.969 -3.264
C41 2.191 7.202 2.719
C42 4.195 -0.242 -5.047
C43 4.995 -5.365 3.677
C44 -6.861 1.379 3.399
C45 -0.667 6.015 5.648
C46 -3.793 4.695 2.930
C47 -4.619 0.726 3.376
C48 -2.494 6.308 -1.254
C49 -2.842 4.917 -1.852
C50 2.788 5.781 2.660
C51 0.334 -4.128 2.511
C52 3.410 5.299 3.936
C53 4.916 -5.732 -4.941
C54 -0.403 3.192 1.977
C55 -3.543 -2.261 -6.700
C56 -2.423 0.957 -2.605
H1 2.519 -1.196 -3.070
H2 6.406 3.222 4.627
H3 3.630 -0.038 -0.031
H4 -3.712 3.928 -3.498
H5 -4.385 3.790 3.066
H6 -1.870 3.222 7.091
H7 3.973 0.772 -4.716
H8 7.796 -0.545 1.150
H9 1.382 -4.093 4.289
H10 -6.715 -3.010 3.019
H11 6.202 -2.441 -0.856
H12 1.811 1.698 -4.350
H13 4.213 5.989 4.199
H14 1.233 6.283 0.199
H15 2.358 -0.203 -7.499
H16 -0.721 -1.258 -4.955
H17 0.406 -4.043 1.427
H18 1.028 2.788 -3.149
H19 2.065 5.029 2.344
H20 -2.615 -3.435 6.224
H21 -5.278 -5.771 2.702
H22 0.503 -4.666 -2.116
H23 -3.099 -1.810 1.351
H24 -1.644 -3.150 -4.116
H25 2.686 -5.676 3.086
H26 -6.757 2.425 3.689
H27 6.046 -5.113 3.815
H28 -3.101 1.799 -4.089
H29 3.398 3.494 0.026
H30 -5.020 -5.097 -0.838
H31 -1.903 -5.067 -1.275
H32 -7.146 3.368 -1.026
H33 4.729 -6.016 4.511
H34 4.039 -3.631 -1.511
H35 -2.795 -1.131 4.608
H36 -4.982 6.052 -5.319
H37 -4.509 -0.047 -8.858
H38 -2.127 -3.333 4.510
H39 -6.681 -3.658 5.483
H40 4.558 6.415 1.737
H41 2.409 0.415 2.109
H42 -4.475 -2.736 -6.393
H43 -1.356 3.877 -0.972
H44 1.144 -1.985 3.741
H45 7.089 1.405 2.577
H46 -2.561 5.397 6.689
H47 4.567 -5.445 -5.933
H48 1.786 -6.943 1.271
H49 -0.623 4.211 2.295
H50 0.018 6.489 1.437
H51 0.680 3.073 1.994
H52 1.591 -7.981 -0.135
H53 -6.236 0.996 0.861
H54 -3.363 6.951 -1.114
H55 -0.782 -1.899 6.914
H56 -4.625 -6.199 0.451
H57 -0.771 2.439 2.675
H58 4.867 1.603 3.465
H59 3.518 1.461 0.747
H60 -3.129 -6.287 -1.487
H61 -5.705 4.334 -1.131
H62 -0.456 -0.901 4.991
H63 4.455 -0.091 -7.866
H64 -0.478 -2.399 -1.965
H65 -0.374 3.442 6.484
H66 -7.690 1.335 2.693
H67 1.712 -6.131 -0.210
H68 1.652 0.741 -8.743
H69 8.371 -1.290 2.650
H70 -4.516 -4.072 2.709
H71 2.681 5.298 4.747
H72 -3.756 -4.694 0.201
H73 2.731 7.942 3.310
H74 -3.235 0.717 1.618
H75 -1.049 6.942 5.221
H76 4.820 -4.152 0.427
H77 6.647 2.033 5.816
H78 4.457 -5.610 -0.164
H79 7.267 -2.127 1.657
H80 -4.829 -1.344 1.417
H81 -4.396 5.491 2.492
H82 -3.622 -1.424 -2.552
H83 -3.153 3.540 5.239
H84 4.324 0.724 5.433
H85 6.010 -5.654 -2.731
H86 1.502 -3.801 -3.363
H87 0.647 -0.281 -7.690
H88 -3.485 4.380 -1.155
H89 -5.663 -4.977 5.082
H90 5.774 -2.089 -5.409
H91 -3.486 0.764 -2.464
H92 5.117 -2.076 -6.846
H93 4.941 0.309 0.920
H94 -5.721 -1.200 -8.251
H95 -1.537 -0.351 -6.305
H96 -5.120 -3.292 4.912
H97 0.214 7.762 0.238
H98 -4.982 0.046 4.147
H99 -0.408 -3.396 2.827
H100 3.778 4.281 3.810
H101 -7.084 0.827 4.312
H102 6.275 0.139 -5.444
H103 -4.046 -1.958 2.838
H104 -2.749 5.285 -4.001
H105 -0.479 2.053 0.519
H106 -0.035 6.382 6.457
H107 1.338 -3.269 -1.663
H108 2.682 2.769 -1.369
H109 -7.514 -5.692 3.331
H110 -3.057 4.438 2.168
H111 7.140 -3.628 -1.829
H112 3.353 0.146 -2.438
H113 0.398 3.064 -7.432
H114 -1.292 3.198 -4.596
H115 -3.692 -3.373 -3.758
H116 4.639 -6.779 -4.813
H117 -4.327 1.724 3.701
H118 5.031 2.834 5.549
H119 1.739 3.917 -0.404
H120 -1.961 -6.013 -2.772
H121 -0.018 5.522 4.924
H122 -6.373 6.212 -4.350
H123 1.522 -2.242 2.282
H124 -0.826 -1.912 -6.641
H125 3.299 6.084 0.788
H126 -1.196 -7.781 -1.586
H127 7.661 0.530 4.044
H128 3.645 -7.966 -0.477
H129 1.394 3.900 -5.350
H130 -4.703 2.449 0.541
H131 -0.532 1.778 -6.613
H132 -1.757 3.325 -2.346
H133 6.022 -2.748 -2.680
H134 -1.639 -0.185 2.764
H135 -4.883 2.255 -1.208
H136 -8.055 -4.580 2.338
H137 -2.048 1.430 -1.697
H138 1.314 6.967 3.322
H139 -1.619 -3.806 -5.567
H140 -3.121 -2.888 -7.485
H141 -0.398 4.471 -4.149
H142 5.016 -5.938 2.750
H143 3.237 -0.567 -5.453
H144 6.005 -5.730 -5.000
H145 -3.209 -2.795 -1.438
H146 -1.605 3.963 4.265
H147 3.879 -1.416 -1.927
H148 2.350 5.019 -2.174
H149 -1.806 0.076 -2.782
H150 3.113 -4.572 1.811
H151 -3.097 -1.419 -4.804
H152 6.193 0.345 -7.835
H153 0.200 1.479 -4.053
H154 -0.083 -5.117 2.700
H155 4.309 -6.148 -2.453
H156 -4.222 -1.716 -9.170
H157 -2.005 6.217 -0.284
H158 -4.771 -2.146 -1.405
H159 -1.780 6.835 -1.888
H160 -0.147 -3.389 6.325
H161 -2.276 1.030 3.656
H162 5.701 0.056 5.632
H163 5.005 1.466 -7.181
H164 -7.036 5.036 0.469
H165 -5.704 4.621 -4.690